Entry 1:
Here is a molecular structure, C29H26FN5ReS2Si from the OMol25 dataset. Energies are from wB97M-V/def2-TZVPD.

Strongest force on any atom = 2.7 eV/Å
Frontier orbital gap (alpha / beta) = 6.40 / 6.78 eV
Energy relative to the best compared isomer or geometry (same formula, charge and spin) = 19.57 kcal/mol

Geometry as ORCA input:
```
! RIJCOSX wB97M-V def2-TZVPD def2/J DEFGRID3
* xyz 0 2
C -3.081 0.734 1.982
H 4.928 -2.558 1.308
C 3.336 2.561 1.647
C -0.276 2.459 -0.306
C -1.902 4.254 -0.209
N -1.579 -0.563 0.440
H -3.601 -0.061 0.069
H -2.309 2.432 -3.053
C -1.916 2.762 -2.095
H 0.861 -5.321 -1.085
C 3.193 -4.334 5.205
Re 0.621 -0.226 0.380
H -3.281 4.400 -1.856
H -5.113 0.066 1.805
H 2.244 -3.031 -0.916
H 2.889 0.975 -1.823
C -0.825 -4.076 -0.272
H 3.063 4.755 -0.938
H -1.791 2.295 4.712
C 4.195 -3.430 3.121
H 2.726 2.065 2.412
C -1.871 -1.814 0.379
C -2.527 1.812 4.074
C -2.444 3.861 -1.425
N 0.408 -2.193 -0.181
C -0.816 3.575 0.331
C 2.029 -1.711 2.819
N 3.182 -5.035 6.119
C 1.206 -3.201 -0.666
C -2.729 0.371 0.554
H 1.345 4.426 -1.264
H -2.902 -2.147 0.498
C 3.043 -1.706 1.875
C -3.846 1.683 4.502
C 3.165 -3.437 4.065
C 2.089 -2.572 3.907
H 1.850 4.998 0.338
C 3.415 1.837 -1.401
H -4.149 2.081 5.465
C -4.768 1.034 3.694
H 3.560 3.582 1.983
S 2.971 -0.642 0.484
H -2.318 5.104 0.322
H 4.408 1.497 -1.085
S 0.680 -0.587 2.672
C 0.485 -4.370 -0.734
H 4.281 2.014 1.567
N 0.862 1.726 0.190
H -0.374 3.893 1.271
C 2.134 4.354 -0.506
H -5.790 0.897 4.032
C -4.385 0.564 2.439
C -2.147 1.333 2.828
H 1.290 -2.571 4.638
N 6.220 -5.050 3.357
H 3.548 2.573 -2.207
C 4.129 -2.562 2.042
F -0.416 0.976 -2.126
Si 2.453 2.589 0.015
H -1.660 -4.763 -0.181
H -1.115 1.430 2.506
H -2.490 1.281 0.020
C -0.845 -2.739 0.048
C -0.876 2.083 -1.509
C 5.325 -4.332 3.253
*
```

Entry 2:
Here is a molecular structure, C29H26FN5ReS2Si from the OMol25 dataset. Energies are from wB97M-V/def2-TZVPD.

Strongest force on any atom = 0.8 eV/Å
Frontier orbital gap (alpha / beta) = 6.81 / 6.66 eV
Energy relative to the best compared isomer or geometry (same formula, charge and spin) = 0.00 kcal/mol

Geometry as ORCA input:
```
! RIJCOSX wB97M-V def2-TZVPD def2/J DEFGRID3
* xyz 0 2
S -1.552 -2.019 1.795
C 3.675 0.639 -2.348
C -3.638 1.179 -2.879
H 0.452 2.971 -2.719
C 2.932 -0.430 -1.868
C -1.388 -1.601 5.800
H 0.069 0.159 -3.152
C 4.211 -0.411 0.159
N 0.274 0.254 8.296
C -1.784 0.432 -4.209
C 4.961 0.652 -0.322
Re -0.315 -0.809 0.346
N -1.499 -1.873 -1.120
C 3.195 -0.964 -0.612
H 2.136 -0.846 -2.476
N 1.002 -2.112 -0.458
H -3.533 -1.377 -1.124
C -0.169 3.441 -1.952
N -0.641 0.832 -0.680
S 0.520 0.336 2.151
H 5.744 1.079 0.291
H 2.847 -3.081 -0.462
Si -0.046 2.509 -0.330
H 2.491 -2.173 1.003
H 0.211 4.455 -1.794
H 2.250 3.347 -0.416
C 4.693 1.180 -1.576
C -2.003 -2.213 6.944
C 0.559 -2.921 -1.419
H 4.408 -0.807 1.148
H -0.713 4.330 1.203
H 1.247 -3.634 -1.864
H 0.868 0.793 4.958
C -0.758 -2.835 -1.796
H -1.373 0.132 -5.164
H 5.270 2.017 -1.947
C 1.767 2.538 0.138
C 2.417 -2.147 -0.084
C -2.809 1.175 -1.776
C -2.866 -3.045 -2.481
C -0.438 -0.578 5.955
F -3.338 1.486 -0.573
H -3.756 0.797 -4.982
C -1.114 3.346 0.949
H -3.779 -3.351 -2.965
C -1.735 -2.027 4.527
C -0.054 -0.122 7.262
H -2.471 -2.812 4.408
H -4.675 1.461 -2.758
H 2.279 1.613 -0.130
C -0.974 0.444 -3.085
C 0.140 0.002 4.836
H 1.924 2.714 1.201
C -1.469 0.815 -1.839
C -1.610 -3.564 -2.665
C -3.118 0.803 -4.109
C -2.750 -2.008 -1.515
H 3.456 1.049 -3.326
H -1.185 3.518 -2.340
H -1.316 -4.371 -3.316
C -0.206 -0.432 3.560
C -1.142 -1.452 3.410
H -2.129 3.478 0.571
H -1.163 2.751 1.862
N -2.490 -2.710 7.857
*
```

Entry 3:
Here is a molecular structure, C29H26GaN5O2 from the OMol25 dataset. Energies are from wB97M-V/def2-TZVPD.

Strongest force on any atom = 2.9 eV/Å
Frontier orbital gap (alpha / beta) = 5.30 / 4.67 eV

Geometry as ORCA input:
```
! RIJCOSX wB97M-V def2-TZVPD def2/J DEFGRID3
* xyz 0 1
H -2.052 4.016 -0.104
H 0.740 0.780 -5.950
C 1.393 3.561 0.132
C -3.519 -1.878 1.700
H -6.549 -3.365 1.432
C 2.646 1.515 0.348
C -0.533 -0.556 -3.107
C -2.427 -1.406 0.852
H 0.999 0.338 4.341
C 0.103 4.243 0.127
C 1.724 -0.631 1.275
C -4.276 -2.693 3.820
C 2.567 4.326 0.036
C -5.474 -3.111 3.299
H -6.164 -3.646 3.921
H 3.976 -1.563 0.091
C 3.783 3.689 -0.007
H -4.918 -2.154 0.074
H 2.693 -0.444 -2.360
C 0.813 -0.451 3.573
O 1.434 0.116 2.414
C -1.722 -0.791 -2.446
C -0.475 -0.255 -4.511
H -3.044 -1.566 -3.963
C 5.138 0.238 0.023
C 0.692 0.279 -5.005
H 4.770 4.184 -0.111
H 1.314 -2.648 2.028
H -1.357 -0.435 -5.127
H 6.081 -0.250 -0.067
C 3.857 2.277 0.128
N -1.576 -0.960 -1.140
N 0.610 -0.580 -2.320
N 2.781 0.119 0.548
H -3.799 -1.161 -2.444
H -2.315 -1.793 3.364
C 1.868 0.216 -4.211
H 2.089 -2.537 0.405
H -0.255 -0.610 3.342
C -3.306 -2.081 3.030
C -4.724 -2.277 1.150
C -1.090 3.548 0.009
C 5.126 1.599 0.044
H -1.922 1.591 0.034
H 2.851 0.486 -4.576
C -3.037 -0.831 -3.175
H 6.090 2.140 0.021
C 3.970 -0.498 0.161
N 0.183 1.474 0.139
C 1.783 -0.281 -2.937
H -4.058 -2.779 4.867
H 0.139 5.360 0.223
C -0.984 2.132 0.089
C 2.042 -2.118 1.441
H 3.009 -2.306 1.953
H 2.558 5.419 -0.152
C 1.400 2.160 0.230
Ga 0.061 -0.459 -0.084
O -1.281 -1.056 1.322
N -2.647 -1.427 -0.422
H -3.415 0.097 -3.602
H 1.363 -1.388 3.897
C -5.723 -2.916 1.938
*
```

Entry 4:
Here is a molecular structure, C29H26MoP2S4 from the OMol25 dataset. Energies are from wB97M-V/def2-TZVPD.

Strongest force on any atom = 0.5 eV/Å
Frontier orbital gap (alpha / beta) = 6.43 / 6.42 eV
Energy relative to the best compared isomer or geometry (same formula, charge and spin) = 0.00 kcal/mol

Geometry as ORCA input:
```
! RIJCOSX wB97M-V def2-TZVPD def2/J DEFGRID3
* xyz 2 1
H 3.723 1.138 1.128
P -1.351 2.400 -0.058
C -3.832 3.775 3.498
C -4.558 -2.077 -1.144
C -2.300 2.952 1.346
C -6.314 1.270 0.801
H 4.619 -0.374 0.993
C -1.892 2.647 2.647
P -2.735 -0.474 0.171
H 3.439 1.020 -2.632
H -0.976 2.099 2.827
H -5.939 -3.379 -2.124
S 1.533 -1.722 0.862
H -2.257 3.240 -4.771
H -7.388 1.503 2.643
C -1.553 0.693 -0.398
H -5.052 0.874 -0.877
C -6.480 1.144 2.178
C -5.165 0.795 0.199
C -4.337 0.074 2.357
C 3.417 1.045 -1.543
H 3.075 2.038 -1.239
C -3.261 -1.563 -1.139
H -4.424 4.108 4.339
C 3.641 0.055 1.223
C -1.473 4.834 -1.332
H -2.020 -3.190 -3.836
H 3.395 -0.192 2.253
H -2.054 5.689 -4.546
H -1.331 -1.600 -2.113
C -2.661 3.062 3.719
C -4.025 -3.378 -3.094
C -2.036 3.679 -3.809
H -1.263 5.288 -0.370
H -3.571 -0.390 2.966
H -7.087 1.728 0.200
C -1.860 2.867 -2.701
C 2.611 -0.503 0.282
C -1.589 3.447 -1.462
H -1.937 1.790 -2.799
H -1.551 6.707 -2.357
C -3.481 3.661 1.126
C -4.934 -2.983 -2.124
C -2.347 -1.975 -2.110
Mo 0.230 -0.029 0.032
C -4.243 4.070 2.206
S -1.325 -1.330 1.391
C -5.496 0.553 2.954
H -4.324 -4.083 -3.858
S 0.623 2.211 0.554
H -2.340 2.839 4.727
C -1.922 5.056 -3.679
C -2.729 -2.875 -3.084
C 2.489 -0.006 -1.018
H -5.152 4.630 2.039
C -1.639 5.634 -2.446
H -3.800 3.903 0.120
H -5.630 0.453 4.022
C -4.174 0.195 0.981
H -5.278 -1.789 -0.389
S 1.127 -0.408 -2.012
H 4.426 0.899 -1.164
*
```

Entry 5:
Here is a molecular structure, C29H27AsAuBrN3OS from the OMol25 dataset. Energies are from wB97M-V/def2-TZVPD.

Strongest force on any atom = 2.1 eV/Å
Frontier orbital gap = 5.09 eV

Geometry as ORCA input:
```
! RIJCOSX wB97M-V def2-TZVPD def2/J DEFGRID3
* xyz 1 1
H -0.487 1.480 -5.943
C 4.912 3.122 0.118
H 0.992 -4.626 -3.134
N 0.201 -2.350 0.030
C -2.849 -1.154 -0.332
H 0.770 -2.381 -1.942
C 1.149 1.962 -3.025
H 2.148 1.891 -2.608
H 4.985 0.986 -0.051
H -2.315 2.144 0.174
C -4.236 -1.169 -0.295
H 2.071 4.961 0.106
H 4.512 5.225 0.266
C 4.363 1.867 -0.013
H 0.569 -0.076 3.005
H -1.764 1.490 2.745
H -0.773 7.448 -1.668
C 4.086 4.238 0.173
S 2.398 0.066 -0.204
Au -0.068 0.033 0.045
C -4.916 0.014 -0.062
H -1.296 6.528 2.473
H 5.984 3.233 0.181
Br -6.823 0.008 -0.026
H -4.775 -2.093 -0.440
C -0.373 4.496 -0.072
H -1.818 -0.259 3.046
C -0.325 1.742 -4.909
C -0.411 5.412 -1.117
N -0.006 -5.090 -0.111
C 2.712 4.086 0.080
H -4.769 2.126 0.300
C -2.848 1.199 0.059
H -2.334 -2.084 -0.520
H -2.369 2.282 -4.562
C 0.389 -4.388 -1.177
H -2.000 2.876 -2.195
As 0.242 2.647 -0.326
C -0.155 -3.063 1.097
H -0.572 -5.047 1.845
C 2.137 2.830 -0.071
C 0.089 2.400 -2.241
N 0.667 -5.073 -2.295
C 0.478 -2.976 -1.091
H -0.355 -2.531 2.010
H -0.154 5.101 -2.124
H -0.678 4.164 2.021
O 0.026 0.578 2.548
C -0.704 4.897 1.218
C -1.082 7.128 0.426
C -1.052 6.214 1.468
C -1.234 0.654 3.196
C -0.264 -4.443 1.005
C 0.938 1.631 -4.354
C -1.178 2.516 -2.808
C -4.232 1.207 0.116
C 2.972 1.699 -0.085
H -1.370 8.152 0.618
H -1.115 0.834 4.265
C -1.382 2.194 -4.136
C -0.760 6.729 -0.862
H 1.764 1.275 -4.951
C -2.144 0.022 -0.136
H 0.628 -6.078 -2.250
*
```

Entry 6:
Here is a molecular structure, C29H27ClN4PRhS2 from the OMol25 dataset. Energies are from wB97M-V/def2-TZVPD.

Strongest force on any atom = 0.5 eV/Å
Frontier orbital gap (alpha / beta) = 7.35 / 5.59 eV

Geometry as ORCA input:
```
! RIJCOSX wB97M-V def2-TZVPD def2/J DEFGRID3
* xyz 2 5
H -5.993 3.306 1.846
C 4.907 -0.030 -0.713
H -0.311 3.018 3.584
C -1.377 -0.842 5.596
C -1.020 0.080 -5.357
H -4.859 1.440 0.558
C 0.181 -3.244 -1.879
H -1.870 -0.863 6.557
H -3.181 -0.527 4.471
H -0.166 -1.632 -4.398
C -0.657 2.202 -4.275
H -0.789 3.275 -4.252
C -0.296 2.876 2.505
C 1.177 -2.371 -2.295
H 1.541 -0.341 6.787
Rh -0.542 -0.177 -0.227
P 1.106 -0.604 -1.944
S -2.849 0.312 -0.973
C -0.305 -0.559 -4.355
H 5.511 -0.323 0.135
C 4.694 1.084 -2.838
C 0.892 -1.210 6.674
H 0.475 2.159 2.231
C 0.236 0.186 -3.308
C 0.002 -1.008 5.495
H -5.839 2.018 3.043
H 5.131 1.657 -3.644
H 6.508 0.994 -1.706
C -2.844 1.335 0.387
C 3.574 -0.394 -0.767
C -1.193 1.456 -5.319
H 0.461 2.159 -2.454
C -2.105 -0.653 4.435
C 0.189 -4.592 -2.167
H -5.246 3.645 3.415
N 0.586 -0.997 4.287
Cl -1.199 -2.635 -0.941
H 3.042 -2.261 -3.351
C 0.047 1.571 -3.267
C -4.017 2.536 2.083
H -2.770 3.530 3.493
H 2.761 1.010 -3.759
C 3.357 0.720 -2.903
H -0.037 3.835 2.049
H 3.110 -4.663 -3.884
H 0.330 -1.352 7.593
C 1.256 -5.098 -2.899
C 2.796 -0.022 -1.866
H -1.434 -0.498 -6.172
C -2.808 2.903 2.616
H 1.285 -6.153 -3.131
N -3.989 1.750 0.977
H -0.613 -5.232 -1.828
S 0.634 -0.849 1.707
C -1.630 2.460 1.993
N -1.662 1.709 0.897
C 5.466 0.710 -1.749
C 2.240 -2.910 -3.020
C -5.351 2.902 2.629
H 3.149 -0.977 0.043
N -1.534 -0.622 3.229
H 1.530 -2.075 6.502
C 2.279 -4.261 -3.321
C -0.219 -0.809 3.250
H -1.745 1.950 -6.106
*
```

Entry 7:
Here is a molecular structure, C29H27CoN5O7S from the OMol25 dataset. Energies are from wB97M-V/def2-TZVPD.

Strongest force on any atom = 1.2 eV/Å
Frontier orbital gap (alpha / beta) = 7.90 / 7.93 eV

Geometry as ORCA input:
```
! RIJCOSX wB97M-V def2-TZVPD def2/J DEFGRID3
* xyz 0 2
H -0.123 -2.531 -5.869
C -0.936 1.136 1.284
H 2.089 1.614 -0.885
H 4.056 -2.416 -0.913
H 2.394 -1.985 4.379
H -0.367 0.345 3.200
H 2.726 -3.587 -0.625
N 3.666 0.478 1.871
C 0.238 -1.399 -2.703
C 1.912 -0.756 2.227
H -2.031 4.261 3.384
H -2.028 3.170 -7.236
C -0.784 1.186 2.681
O 4.977 -0.347 4.155
H -2.239 -1.249 -5.619
H 3.824 1.261 -0.908
C -1.512 -1.264 -4.818
H -0.898 1.715 -3.637
C -2.711 2.622 -3.406
C -1.365 1.504 -1.652
C -3.559 4.517 0.111
C -1.327 3.695 -6.583
H -4.110 5.437 0.301
H 4.570 0.901 2.013
C -3.778 3.836 -5.202
C -1.503 2.269 0.706
C -5.061 3.139 -3.292
C -1.160 2.279 3.442
C 2.996 1.598 -0.283
O 1.014 -2.279 3.777
O -2.399 4.557 0.926
C 3.027 -2.540 -0.592
C -1.901 3.385 1.463
N -1.524 2.053 -2.923
O -1.421 3.218 -5.251
C -4.986 3.788 -4.508
C -0.334 -1.990 -4.956
C 3.887 -0.836 3.954
H 3.210 2.612 0.055
H -3.730 4.333 -6.160
C -1.770 -0.551 -3.660
O 2.253 -1.789 -1.540
Co -0.222 -0.404 0.382
H -3.329 4.492 -0.958
C 3.129 -0.437 2.744
H -1.777 3.330 -1.047
C 2.782 0.683 0.868
O 3.313 -1.720 4.732
C -3.927 2.545 -2.746
C -1.721 3.386 2.829
H -4.194 3.664 0.365
N 1.718 -0.068 1.059
H -1.027 2.265 4.516
H 2.881 -2.155 0.414
H 1.404 -2.716 -3.920
H -0.309 3.497 -6.905
C 0.931 -1.832 -1.462
O -0.244 -1.583 2.050
C -0.845 -0.538 -2.611
C -2.648 3.251 -4.660
N -0.943 0.281 -1.441
C 0.815 -1.627 2.739
H -3.992 2.011 -1.807
H -5.863 4.252 -4.935
C 0.532 -2.077 -3.881
H -2.706 -0.016 -3.571
N -1.584 2.409 -0.693
H -6.002 3.076 -2.761
S 0.036 -2.757 -0.440
H -1.519 4.770 -6.629
*
```